{"formula": "C26H26BrN8O8P2S2W", "method": "ωB97M-V with the def2-TZVPD basis set", "elements": ["W", "C", "C", "N", "N", "C", "N", "S", "C", "C", "C", "C", "C", "N", "H", "H", "H", "H", "H", "H", "H", "H", "H", "H", "C", "C", "O", "P", "O", "O", "O", "P", "O", "O", "O", "H", "H", "H", "H", "H", "H", "H", "Br", "C", "C", "C", "C", "C", "C", "N", "N", "C", "C", "C", "C", "O", "C", "N", "C", "C", "C", "C", "H", "H", "H", "H", "H", "H", "H", "H", "H", "S", "C", "N"], "xyz": [[-0.118700, -1.318097, 0.858985], [3.499338, -1.724166, 3.320833], [2.382499, -1.302093, 2.431695], [1.339191, -2.036135, 2.215606], [1.263035, -3.246750, 2.874868], [0.993149, -4.383082, 2.164682], [0.955362, -5.503404, 2.898221], [0.721524, -4.333432, 0.532623], [2.354755, 0.015669, 1.767348], [3.409478, 0.912362, 1.790137], [3.299559, 2.100431, 1.084173], [2.139111, 2.363380, 0.374848], [1.115706, 1.432725, 0.398526], [1.218665, 0.300205, 1.096919], [3.736079, -2.773979, 3.146757], [3.216845, -1.600901, 4.369907], [4.397737, -1.140615, 3.153288], [1.417878, -3.231318, 3.870988], [1.113571, -5.522836, 3.891061], [0.703468, -6.358901, 2.433981], [4.309027, 0.689222, 2.341280], [4.116433, 2.808780, 1.084663], [2.019484, 3.273150, -0.195966], [0.184013, 1.578035, -0.134462], [-1.457555, 3.157777, 2.510625], [-1.915749, 1.876701, 3.200283], [-2.870415, 2.156158, 4.223659], [-0.541038, 0.997798, 4.072154], [-0.785058, 1.273710, 5.609138], [0.812384, 1.810262, 3.827506], [-0.360365, -0.400124, 3.644288], [-2.667021, 0.733786, 1.962682], [-3.282371, -0.364200, 2.935055], [-3.672766, 1.399199, 1.120994], [-1.465124, 0.149006, 1.183257], [-1.172993, 3.901778, 3.256789], [-2.278854, 3.558433, 1.914565], [-0.615271, 2.980109, 1.842832], [-3.665875, 2.521098, 3.812805], [-1.698482, 1.119160, 5.890840], [0.817339, 2.696507, 4.209953], [-4.173964, -0.625322, 2.672054], [-1.339040, 5.005845, -2.907736], [-0.947456, 3.501407, -3.980619], [0.276142, 2.862576, -3.829331], [0.554763, 1.731301, -4.572687], [-0.389742, 1.249215, -5.475075], [-1.570436, 1.946430, -5.684151], [-1.869248, 3.063147, -4.916792], [-0.168177, 0.094309, -6.313529], [0.398409, -0.922735, -5.894812], [0.570361, -1.153901, -4.482593], [1.799973, -1.607849, -4.079593], [2.123280, -1.787330, -2.716464], [1.158249, -1.535009, -1.776058], [1.317947, -1.666758, -0.457630], [-0.134232, -1.133654, -2.186512], [-1.006755, -0.918574, -1.160504], [-2.258914, -0.617542, -1.450309], [-2.717909, -0.567481, -2.775993], [-1.844354, -0.764356, -3.808739], [-0.476059, -0.992875, -3.530925], [1.005682, 3.253484, -3.132986], [1.511740, 1.240260, -4.464471], [-2.264318, 1.591247, -6.435187], [-2.802881, 3.590408, -5.052108], [2.549279, -1.785813, -4.839962], [3.104188, -2.128887, -2.417823], [-2.931643, -0.412090, -0.630645], [-3.765540, -0.375068, -2.953824], [-2.198360, -0.769272, -4.830658], [-1.902609, -2.843832, 1.784082], [-2.207527, -3.378360, 0.204694], [-2.368845, -3.708325, -0.891500]], "forces_ev_per_a": [[-0.712, -1.250, -1.313], [0.036, -0.053, -0.058], [0.008, 0.311, 0.022], [0.106, 0.196, 0.364], [0.156, -0.028, -0.104], [-0.067, 0.078, 0.241], [0.019, -0.023, -0.080], [0.062, 0.049, 0.063], [0.008, -0.128, 0.200], [-0.031, 0.037, -0.023], [-0.022, -0.041, 0.037], [-0.064, -0.010, -0.013], [0.020, 0.109, 0.153], [0.312, 0.204, -0.068], [-0.026, -0.006, 0.023], [-0.015, 0.003, 0.002], [-0.002, 0.003, -0.014], [-0.096, -0.001, 0.019], [-0.011, 0.007, 0.006], [-0.008, -0.002, 0.010], [0.008, 0.019, 0.005], [0.004, 0.004, -0.003], [0.000, 0.004, -0.008], [0.008, 0.013, -0.003], [-0.015, 0.042, -0.037], [0.079, -0.170, 0.008], [-0.044, 0.109, -0.040], [-0.016, 0.081, -0.009], [0.032, -0.151, 0.029], [-0.026, -0.024, -0.071], [0.132, 0.039, 0.278], [0.012, 0.109, 0.097], [0.033, -0.027, -0.030], [-0.030, 0.057, 0.050], [0.338, -0.018, 0.137], [0.024, -0.011, 0.002], [-0.012, 0.004, 0.029], [0.002, -0.005, -0.002], [-0.011, -0.039, -0.009], [-0.059, 0.119, -0.021], [0.010, 0.015, 0.069], [-0.001, -0.027, -0.010], [-0.001, 0.029, 0.028], [0.011, -0.051, -0.039], [-0.040, 0.045, 0.039], [0.055, 0.016, -0.107], [-0.195, -0.274, -0.055], [-0.045, -0.013, 0.088], [0.029, -0.004, -0.001], [0.592, 0.519, -0.045], [-0.703, -0.393, 0.366], [0.367, 0.037, -0.255], [0.011, 0.100, 0.138], [-0.169, -0.023, -0.095], [-0.135, 0.053, 0.011], [0.255, 0.371, -0.065], [0.137, -0.102, 0.167], [-0.154, -0.048, 0.205], [0.041, 0.050, -0.133], [0.045, 0.004, 0.076], [0.054, 0.046, -0.007], [-0.165, -0.061, -0.143], [0.016, 0.006, -0.018], [-0.011, -0.025, 0.021], [-0.002, 0.008, -0.010], [-0.003, 0.003, 0.000], [0.019, -0.001, 0.006], [0.005, -0.010, 0.013], [0.018, -0.024, 0.024], [-0.007, -0.024, -0.012], [0.018, 0.067, -0.013], [-0.093, 0.190, -0.331], [0.005, -0.063, 0.205], [-0.092, -0.024, 0.011]], "e_homo_ev": [-10.0046, -10.1922], "lumo_ev": [-4.1, -4.4], "molar_mass_g_mol": 968.37, "multiplicity": 3, "total_charge": 1, "gap_ev": [5.94, 5.82], "s2": 2.020, "e_above_lowest_kcal_mol": 31.4, "energy_ha": -6166.59166}